Entry 1:
Here is the ion C4H10N2O with charge +1 in a non-equilibrium geometry from the Open Molecules 2025 dataset. Energies are from wB97M-V/def2-TZVPD.

Cartesian coordinates (Å):
C -0.822 -0.669 2.113
N 0.614 -0.487 1.801
C 0.835 0.362 0.627
C 1.052 -0.364 -0.689
N 0.126 -0.220 -1.682
C -0.600 0.988 -2.074
O 2.074 -1.049 -0.683
H -1.116 -1.609 2.704
H -1.553 -0.735 1.208
H -1.105 0.231 2.715
H 1.018 -1.374 1.525
H -0.130 0.828 0.542
H 1.590 1.097 0.636
H 0.165 -0.918 -2.439
H -0.983 0.831 -3.082
H -1.387 1.224 -1.250
H 0.220 1.863 -1.971

Properties
* multiplicity: 2
* net charge: +1
* total energy: -9327.61987 eV
* E_HOMO (alpha / beta): -14.572 / -14.491 eV
* Kohn-Sham gap (alpha / beta): 11.18 / 5.71 eV

---

Entry 2:
Here is a structure of composition C4H10N2O2 in a non-equilibrium geometry from the Open Molecules 2025 dataset. Energies are from wB97M-V/def2-TZVPD.

Cartesian coordinates (Å):
C -1.679 1.367 -0.461
C -0.919 0.084 -0.707
N 0.924 0.569 -0.720
O -1.021 -0.641 -1.717
H 1.236 1.487 -1.015
H 1.170 -0.144 -1.401
H -1.798 1.914 -1.395
H -1.151 1.987 0.266
H -2.659 1.130 -0.051
N -0.758 -0.717 0.601
C 1.286 0.099 0.751
C 2.155 -0.892 1.020
O -0.909 -2.076 0.354
H -0.853 -2.075 -0.644
H -1.299 -0.480 1.427
H 1.352 1.007 1.343
H 2.064 -1.847 0.524
H 2.861 -0.771 1.825

Properties
* net charge: 0
* total energy: -11380.74222 eV
* E_HOMO: -7.750 eV
* Kohn-Sham gap: 8.46 eV

---

Entry 3:
Here is a cluster of 2 separate species, C4H10N2O2 in total in a non-equilibrium geometry from the Open Molecules 2025 dataset. Energies are from wB97M-V/def2-TZVPD.

Cartesian coordinates (Å):
O 1.629 -0.789 1.164
C 1.202 0.116 0.498
O 1.489 1.391 0.816
C 0.364 -0.182 -0.743
C -0.968 0.497 -0.645
C -1.818 0.166 0.593
N -2.234 -1.260 0.329
N 1.230 0.132 -1.810
H 0.198 -1.261 -0.649
H -1.571 -0.067 -1.518
H -0.846 1.550 -0.906
H -2.550 0.990 0.706
H -1.352 0.141 1.582
H -3.003 -1.346 1.010
H -2.854 -0.516 -0.167
H -1.797 -0.032 -2.446
H 1.753 1.402 1.745
H 1.370 -0.765 -2.274

Properties
* net charge: 0
* total energy: -11377.00985 eV
* E_HOMO: -7.818 eV
* Kohn-Sham gap: 5.71 eV

---

Entry 4:
Here is a cluster of 2 separate species, C4H10N2O2 in total in a non-equilibrium geometry from the Open Molecules 2025 dataset. Energies are from wB97M-V/def2-TZVPD.

Cartesian coordinates (Å):
C -1.485 -0.348 3.066
C -0.703 -0.278 1.793
O -0.676 0.787 1.183
N -0.217 -1.393 1.146
H 0.143 -1.411 0.175
H -0.436 -2.285 1.558
H -2.255 0.425 3.124
H -0.729 -0.191 3.837
H -1.891 -1.343 3.206
C -0.023 0.699 -2.915
C 0.749 0.290 -1.679
O 0.879 -0.877 -1.317
N 1.453 1.273 -1.127
H 2.090 1.262 -0.344
H 1.490 2.259 -1.345
H -1.003 0.257 -3.119
H 0.455 0.233 -3.801
H -0.078 1.780 -3.049

Properties
* net charge: 0
* total energy: -11385.95802 eV
* E_HOMO: -9.149 eV
* SMILES: CC(N)=O.CC(N)=O
* Kohn-Sham gap: 10.08 eV

---

Question: Which of these has the lowest total energy?
Answer: number 4

---

Question: What is the net charge in the second record?
Answer: 0

---

Question: What is the formula in the third record?
Answer: C4H10N2O2

---

Repeat the fourth record exactly.
Here is a cluster of 2 separate species, C4H10N2O2 in total in a non-equilibrium geometry from the Open Molecules 2025 dataset. Energies are from wB97M-V/def2-TZVPD.

Cartesian coordinates (Å):
C -1.485 -0.348 3.066
C -0.703 -0.278 1.793
O -0.676 0.787 1.183
N -0.217 -1.393 1.146
H 0.143 -1.411 0.175
H -0.436 -2.285 1.558
H -2.255 0.425 3.124
H -0.729 -0.191 3.837
H -1.891 -1.343 3.206
C -0.023 0.699 -2.915
C 0.749 0.290 -1.679
O 0.879 -0.877 -1.317
N 1.453 1.273 -1.127
H 2.090 1.262 -0.344
H 1.490 2.259 -1.345
H -1.003 0.257 -3.119
H 0.455 0.233 -3.801
H -0.078 1.780 -3.049

Properties
* net charge: 0
* total energy: -11385.95802 eV
* E_HOMO: -9.149 eV
* SMILES: CC(N)=O.CC(N)=O
* Kohn-Sham gap: 10.08 eV